Here is 9 unconnected molecules or ions with the total composition C39H82F24N7P4 in a non-equilibrium geometry from OMol25. Energies are from ωB97M-V/def2-TZVPD.

Positions of all 156 atoms, in Å:
C -0.4911 5.4012 2.5739
C -0.4961 5.9224 3.9869
N -0.0185 4.8490 4.9202
C 0.9856 3.9107 4.5837
C 0.9170 2.8581 5.4722
N -0.2135 3.1828 6.2498
C -0.7193 4.3563 5.9010
C -0.7052 2.5074 7.4644
H -0.6511 6.2046 1.8445
H -1.2199 4.6487 2.4515
H 0.5212 5.0186 2.2726
H -1.5008 6.2178 4.3770
H 0.1444 6.7870 4.1367
H 1.6885 4.0799 3.7734
H 1.4634 1.9212 5.5064
H -1.5191 4.8148 6.4267
H -0.7157 1.4950 7.1844
H -1.7206 2.8705 7.6737
H -0.0076 2.7428 8.2672
C -5.7474 2.0167 0.1344
C -5.1815 2.5037 1.4284
N -4.9649 1.4227 2.2848
C -5.7669 0.3243 2.5030
C -5.2105 -0.3975 3.4735
N -4.0307 0.1638 3.8477
C -3.8969 1.3022 3.1242
C -3.2773 -0.1770 5.0623
H -5.6572 2.9086 -0.5968
H -6.8096 1.7543 0.2088
H -5.1390 1.1886 -0.2604
H -5.8398 3.1578 1.9280
H -4.2174 3.0272 1.2978
H -6.6677 0.1906 1.9468
H -5.5245 -1.3568 3.8026
H -3.0858 2.0004 3.3129
H -4.0266 -0.6827 5.6393
H -2.9624 0.7222 5.6435
H -2.4392 -0.8869 4.8527
C 4.4991 3.2629 1.4837
C 3.5690 2.0638 1.8877
C 3.9030 0.7207 1.2453
C 2.9019 -0.4056 1.5101
N 3.0155 -1.6172 0.6153
C 2.0119 -2.6509 1.1059
C 2.4634 -3.9698 0.5457
C 4.0000 -3.8328 0.7432
C 4.3215 -2.3542 0.8811
C 2.7345 -1.2864 -0.8762
H 5.5044 2.9483 1.6691
H 4.3224 4.1008 2.0994
H 4.3628 3.5410 0.4454
H 2.4988 2.2538 1.5853
H 3.6813 1.9662 3.0079
H 4.9388 0.4525 1.4870
H 3.8680 1.0012 0.1790
H 1.9212 -0.0057 1.2901
H 2.9401 -0.7012 2.5668
H 1.0441 -2.1761 0.8853
H 2.0734 -2.8024 2.2169
H 2.2273 -4.1765 -0.5129
H 2.0137 -4.7561 1.1226
H 4.4466 -4.2581 -0.1484
H 4.2827 -4.4387 1.6194
H 5.1707 -2.0039 0.2243
H 4.5632 -2.0850 1.9231
H 3.6433 -0.9197 -1.2439
H 2.1027 -0.4216 -0.8673
H 2.4414 -2.1728 -1.4219
C -3.1311 -1.4017 -5.2098
C -2.5048 -0.9980 -3.8725
C -1.7027 -2.0003 -3.1858
C -2.6323 -2.7659 -2.2129
N -2.0872 -3.9262 -1.4160
C -3.2167 -4.4567 -0.5034
C -2.4080 -5.2215 0.5940
C -1.0205 -4.6037 0.5416
C -0.9181 -3.5730 -0.5474
C -1.6944 -5.0917 -2.3236
H -2.6465 -0.9322 -6.1177
H -4.1513 -1.1898 -5.1965
H -3.1514 -2.4913 -5.2589
H -3.2406 -0.6314 -3.1359
H -1.8882 -0.1758 -4.1284
H -0.9578 -1.6719 -2.4876
H -1.2173 -2.7148 -3.8833
H -3.5273 -3.1671 -2.7494
H -2.9903 -2.0314 -1.5543
H -3.9342 -5.1137 -1.0805
H -3.7389 -3.5865 -0.0952
H -2.3811 -6.3196 0.4690
H -2.8442 -4.9880 1.5291
H -0.3129 -5.4171 0.3585
H -0.7297 -4.2815 1.5627
H -0.0468 -3.7412 -1.1269
H -1.0206 -2.5415 -0.1754
H -1.1606 -4.6630 -3.1646
H -2.5134 -5.5703 -2.7697
H -1.0261 -5.6596 -1.7776
C 1.4446 2.8128 -2.8539
C 0.3327 2.1354 -3.6540
C 0.9892 0.9395 -4.4413
C 1.7273 1.5709 -5.6050
N 2.7975 0.6031 -6.2253
C 3.6095 -0.0190 -5.0641
C 4.9548 -0.2585 -5.7463
C 4.8668 0.2690 -7.1907
C 3.7995 1.3269 -7.0957
C 2.0145 -0.5636 -6.9100
H 1.2565 3.8429 -2.5445
H 2.3829 2.8463 -3.5205
H 1.6358 2.1608 -1.9445
H -0.0772 2.7848 -4.3694
H -0.4375 1.8214 -2.9913
H 0.1855 0.3141 -4.8135
H 1.6559 0.3232 -3.8273
H 2.3507 2.4641 -5.3027
H 1.0683 1.8871 -6.4414
H 3.2138 -0.9410 -4.6377
H 3.6673 0.6333 -4.1791
H 5.1542 -1.3112 -5.8073
H 5.7253 0.2409 -5.1565
H 4.4709 -0.5528 -7.8452
H 5.8249 0.6267 -7.5581
H 3.4076 1.6077 -8.0855
H 4.1413 2.1649 -6.4666
H 1.5398 -0.2204 -7.8066
H 1.2351 -0.8927 -6.2015
H 2.8275 -1.3089 -7.0768
P 0.7380 -1.5230 4.9981
F 1.7082 -1.9530 6.1692
F 2.0558 -0.7594 4.2928
F 1.2346 -2.8574 4.2242
F -0.2530 -1.1109 3.7783
F -0.4474 -2.2360 5.7428
F 0.3796 -0.0492 5.7000
P -4.3232 3.7960 6.0665
F -3.5174 4.7848 7.1525
F -3.0125 2.7139 5.9613
F -4.9389 3.0623 7.3273
F -5.1636 2.7647 5.0905
F -5.5978 4.7740 6.0127
F -3.6831 4.5386 4.7733
P 2.1327 -3.4849 -4.2100
F 1.3481 -3.8465 -2.7952
F 3.5221 -2.9588 -3.4366
F 2.6093 -5.0091 -4.3038
F 2.8162 -3.0815 -5.5933
F 0.7080 -3.7265 -5.0150
F 1.4980 -1.9412 -3.9802
P -1.3670 1.1196 0.0359
F -0.9590 1.5096 1.5814
F -2.1363 -0.2206 0.6549
F -2.7275 1.9963 0.1467
F -1.8165 0.6113 -1.4182
F -0.5344 2.3535 -0.5688
F -0.0064 0.1048 -0.0752

highest occupied orbital energy: -11.68 eV
gap between HOMO and LUMO: 9.96 eV
maximum force: 4.6 eV Å⁻¹
total charge: +1